The following is a quantum chemistry calculation of C19H43Cl2N4NiO2Sb as an isolated structure, from the Open Molecules 2025 dataset.

The geometry in XYZ format:
```
72
C19H43Cl2N4NiO2Sb ωB97M-V with the def2-TZVPD basis set
Ni -0.2140 0.0616 0.8052
N 1.4417 -0.9192 0.1061
C 2.5566 -0.5168 1.0105
C 3.9413 -0.7531 0.4031
C 5.0661 -1.0453 1.4263
C 6.2821 -0.1326 1.2995
N 5.9035 1.2329 1.6424
C 6.6555 2.1336 2.2448
N 7.9768 1.9749 2.3618
N 6.0686 3.2180 2.7633
C 2.2898 0.9194 1.5088
O 3.2332 1.6487 1.8035
O 1.0538 1.2436 1.6331
H 1.3808 -1.9304 0.0535
H 1.6524 -0.6037 -0.8376
H 2.4476 -1.1275 1.9091
H 4.2066 0.1006 -0.2278
H 3.8572 -1.6071 -0.2717
H 5.4190 -2.0673 1.2889
H 4.6843 -0.9855 2.4488
H 6.6702 -0.1756 0.2783
H 7.0689 -0.4754 1.9736
H 4.8995 1.4438 1.5935
H 8.4634 1.2872 1.8145
H 8.5347 2.6444 2.8637
H 5.0636 3.2984 2.7420
H 6.6042 4.0168 3.0534
Cl -1.7447 -0.5228 -1.0923
C -1.7315 1.1271 -1.7994
Cl -0.7059 2.1526 -0.7897
H -2.7474 1.5017 -1.7921
H -1.3172 1.0620 -2.7970
C -4.0358 -1.6090 1.6292
C -3.0088 -2.5686 2.2341
C -2.5757 -3.5890 1.1788
C -3.6622 -3.2903 3.4144
Sb -1.2446 -1.4081 2.7832
C -1.9321 0.2599 3.9980
C -3.0359 -0.0885 4.9887
C -0.7556 0.9183 4.7185
C -2.4425 1.2244 2.9202
C 0.1829 -2.6982 3.8134
C 0.8935 -3.5464 2.7554
C -0.4784 -3.6293 4.8278
C 1.2059 -1.8225 4.5382
H -4.8543 -2.2025 1.2100
H -3.6320 -0.9941 0.8243
H -4.4720 -0.9499 2.3813
H -3.4529 -4.1515 0.8440
H -1.8616 -4.3141 1.5718
H -2.1367 -3.1174 0.2939
H -4.6180 -3.6989 3.0704
H -3.8760 -2.6270 4.2529
H -3.0716 -4.1261 3.7799
H -2.7133 -0.8297 5.7223
H -3.9372 -0.4580 4.4985
H -3.3124 0.8166 5.5394
H -0.4195 0.3348 5.5737
H -1.0906 1.8874 5.1016
H 0.0935 1.1053 4.0577
H -3.3315 0.8539 2.4069
H -1.6499 1.3677 2.1754
H -2.6716 2.2045 3.3460
H 0.2065 -4.1808 2.1946
H 1.6101 -4.2065 3.2548
H 1.4592 -2.9426 2.0420
H -1.0770 -4.3995 4.3454
H -1.1043 -3.0969 5.5465
H 0.3098 -4.1401 5.3907
H 1.6230 -1.0278 3.9137
H 2.0329 -2.4568 4.8747
H 0.7795 -1.3537 5.4223
```

The calculation puts the relative energy (zero: lowest compared OMol25 entry of this formula, charge and spin) at 0.0 kJ/mol. For the LUMO energy (spin up / spin down), the calculation gives -0.1715 / -0.2286 hartree. As for the orbital gap (spin up / spin down): 9.18 / 8.18 eV. Its charge is +2. As for the spin multiplicity: 3.